The following is a quantum chemistry calculation of a 5-piece molecular cluster, C34H66Br2F3O2 overall, from the Open Molecules 2025 dataset.

Cartesian coordinates (Å):
C (-4.18041, 0.77183, 2.12239)
C (-3.69522, 1.32048, 0.82257)
Br (-2.04866, 0.51293, 0.22986)
C (-4.32225, 2.31312, 0.14619)
Br (-3.35534, 2.97742, -1.44626)
C (-5.57543, 2.92039, 0.54289)
C (-6.68972, 1.85162, 0.59296)
C (-7.34340, 1.75032, 1.97715)
C (-8.00835, 0.43096, 2.17331)
F (-8.77826, 0.00350, 1.14212)
C (-7.90266, -0.33436, 3.25360)
F (-8.21965, -1.63442, 3.26583)
F (-7.48995, 0.10155, 4.45023)
C (-5.99848, 3.99428, -0.48676)
C (-7.32025, 4.67354, -0.25683)
O (-7.84489, 5.34074, -1.12732)
O (-7.94162, 4.54416, 0.94083)
H (-4.89380, -0.02913, 1.95013)
H (-3.34274, 0.30936, 2.63711)
H (-4.58699, 1.54934, 2.75627)
H (-7.45046, 1.99136, -0.17366)
H (-6.24752, 0.87394, 0.41152)
H (-8.10326, 2.51578, 2.11364)
H (-6.61547, 1.90840, 2.75549)
H (-6.09182, 3.55416, -1.47665)
H (-5.27087, 4.79426, -0.49967)
H (-8.87299, 4.65810, 0.73475)
C (0.25540, 0.41975, -2.31687)
C (1.36954, -0.19560, -3.15945)
C (2.38902, -0.97188, -2.32841)
C (3.16439, -0.14024, -1.30585)
C (3.94283, 1.03617, -1.89114)
C (5.02901, 0.61536, -2.87745)
H (0.63936, 1.14789, -1.60182)
H (-0.46743, 0.93542, -2.94902)
H (-0.27908, -0.35239, -1.76490)
H (1.86886, 0.58311, -3.74417)
H (0.92295, -0.88154, -3.88574)
H (3.09420, -1.46757, -3.00428)
H (1.87164, -1.77305, -1.79416)
H (3.86152, -0.80136, -0.77970)
H (2.47609, 0.23514, -0.54447)
H (4.40974, 1.58406, -1.06813)
H (3.25995, 1.73876, -2.37504)
H (5.74867, -0.05398, -2.39980)
H (5.57384, 1.48830, -3.24216)
H (4.60927, 0.10341, -3.74469)
C (0.21413, -8.49278, -1.80060)
C (-0.12261, -7.42757, -2.84027)
C (0.98981, -6.39927, -3.03828)
C (1.32552, -5.56658, -1.79992)
C (0.15199, -4.78435, -1.21184)
C (-0.42580, -3.74722, -2.16954)
H (0.36700, -8.05790, -0.81212)
H (-0.59651, -9.21841, -1.71703)
H (1.12054, -9.03473, -2.07928)
H (-1.05476, -6.92799, -2.56490)
H (-0.31201, -7.91922, -3.79843)
H (0.71264, -5.73445, -3.86075)
H (1.89806, -6.91711, -3.36445)
H (2.12331, -4.86447, -2.06289)
H (1.74287, -6.21641, -1.02488)
H (0.49726, -4.27332, -0.30933)
H (-0.63820, -5.46815, -0.88976)
H (0.33532, -3.02745, -2.47002)
H (-1.23592, -3.19482, -1.69203)
H (-0.83060, -4.20743, -3.07268)
C (-4.62381, 1.73981, 5.73889)
C (-4.21304, 0.34611, 6.20304)
C (-4.98904, -0.14003, 7.42609)
C (-4.79860, 0.70364, 8.68782)
C (-3.35166, 0.84344, 9.15727)
C (-2.70636, -0.48559, 9.53982)
H (-4.43118, 2.49697, 6.50151)
H (-4.06600, 2.02522, 4.84637)
H (-5.68614, 1.76594, 5.49046)
H (-3.13758, 0.32671, 6.40258)
H (-4.38357, -0.35912, 5.38578)
H (-4.70825, -1.17694, 7.63410)
H (-6.05558, -0.16204, 7.18247)
H (-5.39175, 0.25898, 9.49417)
H (-5.21523, 1.70132, 8.52550)
H (-3.33350, 1.50544, 10.02778)
H (-2.75035, 1.33525, 8.38856)
H (-3.26883, -0.97453, 10.33833)
H (-1.68643, -0.33005, 9.89554)
H (-2.65692, -1.16851, 8.69102)
C (9.51480, 0.27579, -4.62689)
C (9.19559, 1.51078, -3.78919)
C (8.34746, 2.54299, -4.52953)
C (8.99928, 3.14609, -5.77487)
C (10.34263, 3.83175, -5.53112)
C (10.25174, 5.02598, -4.58519)
H (10.09988, 0.52770, -5.51281)
H (10.09396, -0.44351, -4.04592)
H (8.59764, -0.21895, -4.95246)
H (10.12525, 1.96597, -3.43618)
H (8.65102, 1.19685, -2.89504)
H (8.08136, 3.34339, -3.83351)
H (7.40255, 2.07773, -4.82541)
H (8.30455, 3.87074, -6.21063)
H (9.13176, 2.36754, -6.53137)
H (10.73389, 4.17490, -6.49269)
H (11.07088, 3.11294, -5.14571)
H (9.56102, 5.77686, -4.97367)
H (11.22806, 5.49855, -4.46741)
H (9.90910, 4.73007, -3.59294)

Cartesian forces (eV/Å) of the 6 atoms listed first:
C 0.72 -0.38 -0.27
C 0.28 0.23 -0.28
Br -0.33 -0.06 0.12
C 0.02 0.11 0.87
Br 0.00 0.11 -0.01
C -0.18 -0.28 -2.11

The highest occupied orbital energy is -0.109 hartree. As for the multiplicity: 1. As for the net charge: -1. For the total energy, the calculation gives -188660.990 eV.